(1)
Molecular formula: C4H7NO2P
Method: DFT, ωB97M-V/def2-TZVPD

The geometry in XYZ format:
```
15
Properties=species:S:1:pos:R:3:forces:R:3
C 1.023222 1.358875 0.622041 -0.87 -1.78 -1.82
H 0.083727 1.682506 -1.719489 0.13 -0.01 0.14
H -2.061153 1.347724 0.761546 -0.01 0.19 0.23
O 0.446301 2.387923 0.687070 -0.09 0.45 0.06
N -0.754742 -0.404437 0.070739 0.56 -1.20 -0.01
C -0.160290 -1.548305 0.242526 -0.52 0.75 0.03
C 1.133778 -1.165469 -0.356495 0.48 0.12 -0.50
O 0.344550 0.747527 -1.736347 -0.05 -0.07 -0.37
C 0.484669 0.228733 -0.505489 1.27 1.61 1.75
H 1.325465 -1.636545 -1.322755 -0.09 -0.01 0.00
P -2.386426 0.215952 0.006128 -0.76 0.14 -0.25
H 1.885011 1.042641 1.212872 0.23 0.07 0.32
H -2.830127 -0.563699 1.081605 -0.10 -0.07 0.22
H 2.026123 -1.255927 0.258911 0.02 0.00 0.08
H -0.560106 -2.437500 0.697133 -0.19 -0.20 0.13
```
Positions in Å, forces in eV/Å.

## Properties
Kohn-Sham gap (eV): 9.44
Charge: +1
Relative energy (zero: lowest compared OMol25 entry of this formula, charge and spin) (kJ/mol): 0.0
Largest force on an atom (hartree/bohr): 0.0525
HOMO level (eV): -14.424

(2)
Molecular formula: C20H26N2O2SiSr
Method: DFT, ωB97M-V/def2-TZVPD

The geometry in XYZ format:
```
52
Properties=species:S:1:pos:R:3:forces:R:3
H -0.264068 2.303375 -0.497694 -0.15 -0.16 0.18
Sr -1.902078 -0.518415 1.373769 2.11 2.51 -0.78
C 4.546563 -0.791498 -3.723785 -0.33 -0.53 0.11
H 4.469464 1.259256 -2.980628 -0.12 -0.26 -0.20
C -0.270116 1.533669 2.741725 0.37 0.11 -0.16
H 0.586885 0.983727 -3.825745 -0.27 0.04 0.36
C 3.929869 0.323715 -3.140499 -0.95 -0.17 -0.17
H -0.744792 2.950554 -4.366546 -0.09 -0.12 0.13
H 5.603610 -0.747042 -3.974576 -0.18 -0.11 -0.06
H -2.189731 -1.500224 5.746626 -0.20 0.18 -0.49
H 4.258527 -2.792097 -4.489604 -0.12 0.26 0.13
H 1.832960 -2.901430 -3.830285 0.37 0.02 0.26
H -1.650658 -2.283503 -0.101398 0.64 0.04 -0.57
H 1.629903 -0.501204 -0.652707 1.46 -0.66 -0.66
H 1.693527 -1.036520 3.915396 -0.09 -0.05 0.46
C -1.094201 2.282436 -3.580743 -0.32 -0.35 -0.15
H -3.779888 -0.635755 4.126902 0.48 0.04 -0.26
H -2.554146 -0.389310 -1.250137 0.36 0.30 0.34
H -2.094890 2.608476 3.429260 0.08 -0.02 -0.13
C 2.446543 -2.037040 -3.565938 0.48 0.54 0.21
C -1.460915 2.280110 2.609354 -0.54 -0.25 0.38
H -0.365928 -3.287738 -0.790938 -0.52 -0.17 0.14
H -3.668329 1.802422 -1.435934 -0.03 -0.13 -0.25
H 1.896932 -0.188000 5.501117 -0.19 -0.55 -0.19
N -3.018361 -1.212902 3.750353 -0.05 -0.71 1.80
C 0.322001 1.419224 1.459306 -0.14 0.53 0.26
C -0.327134 1.151134 -3.254818 -0.42 0.80 0.06
O -0.425271 -1.305207 3.122881 -0.43 -0.73 2.96
O 0.157195 -1.322433 5.342615 0.17 0.12 -0.31
C 2.586815 0.233241 -2.763376 0.79 -0.23 -0.13
C -0.494202 2.129573 0.549295 0.10 -0.22 0.12
N -1.992687 -1.242336 4.781004 -0.89 -0.05 -0.47
C -1.610234 2.631508 1.247842 -0.01 -0.22 -0.19
Si 0.466138 -1.024785 -1.519711 -1.01 1.54 2.36
C -2.740249 1.620463 -1.974796 -0.37 -0.45 -0.44
C -0.968270 -2.385307 -0.970254 1.34 -0.97 -1.81
H 0.371237 -0.558216 -0.006294 -3.28 -0.12 1.46
H -3.421486 -2.158159 3.694798 0.21 0.26 0.02
H 1.272520 0.946279 1.228499 -0.18 0.11 0.03
C -2.024113 0.441299 -1.735725 0.09 0.76 -0.30
H -2.388919 3.248806 0.816833 0.01 -0.03 0.10
C 1.576706 -1.120144 5.005275 -0.22 -0.08 -0.10
C 3.791723 -1.947085 -3.976115 0.24 0.28 -0.07
H 2.106981 -2.000896 5.393456 -0.14 0.45 -0.13
H -2.912749 3.413000 -3.200383 0.29 -0.32 0.23
C -0.722293 0.268417 -2.240674 -0.34 -0.12 -0.56
H -1.624980 -2.583749 -1.841149 0.25 -0.18 0.35
H 0.228343 1.275787 3.675390 -0.30 -0.11 -0.16
H 2.082047 1.137845 -2.408353 0.37 -0.46 0.43
C -0.715714 -1.308486 4.348987 1.21 0.29 -2.77
C -2.313767 2.533150 -2.942521 0.65 -0.06 0.31
C 1.883700 -0.997968 -2.819367 -0.20 -0.55 -1.68
```
Positions in Å, forces in eV/Å.

## Properties
Kohn-Sham gap (eV): 3.56
Charge: 0
Relative energy (zero: lowest compared OMol25 entry of this formula, charge and spin) (kJ/mol): 309.7
Largest force on an atom (hartree/bohr): 0.0698
HOMO level (eV): -4.658

(3)
Molecular formula: C5H11NO
Method: DFT, ωB97M-V/def2-TZVPD

The geometry in XYZ format:
```
18
Properties=species:S:1:pos:R:3:forces:R:3
C -1.336856 2.026784 0.851317 0.92 -0.10 2.29
H -0.394847 -2.025656 0.589429 -1.12 -0.42 -0.09
H -1.818300 2.383315 1.853066 1.23 -0.61 -1.41
H 0.258365 -1.534257 -2.010446 -0.12 0.71 0.51
O 1.659032 -0.174867 -2.457756 -0.52 -0.06 0.48
H -1.386684 0.024770 1.930243 -0.22 0.36 0.75
C 0.099990 -1.131403 0.889121 1.14 1.08 -0.52
H 0.554011 -1.315433 1.851584 0.00 0.19 0.36
H 1.858473 0.758369 -2.326764 0.05 -0.07 0.02
H 1.593432 0.133876 0.193384 0.73 0.13 -0.06
N -0.151047 1.383448 0.800467 -2.25 2.05 0.05
H 1.986970 -1.602413 -0.134033 -1.13 1.13 -0.05
H -1.960533 2.262503 0.010483 0.06 0.03 -0.98
C 0.621399 -0.582980 -1.557753 0.17 0.12 -0.59
C -0.894499 0.128537 0.980100 -0.38 -3.38 -0.13
C 1.167142 -0.803881 -0.135741 0.69 -0.81 -0.33
H -0.206846 0.203348 -1.551090 0.73 -1.02 -0.11
H -1.649201 -0.134060 0.224390 0.02 0.67 -0.19
```
Positions in Å, forces in eV/Å.

## Properties
Kohn-Sham gap (alpha / beta) (eV): 6.72 / 6.29
Charge: +1
Relative energy (zero: lowest compared OMol25 entry of this formula, charge and spin) (kJ/mol): 463.0
Largest force on an atom (hartree/bohr): 0.0661
2S+1: 2
HOMO level (alpha / beta) (eV): -13.757 / -13.755

| no. | E_tot (eV) |
| --- | --- |
| 1 | -19126.0100 |
| 2 | -36944.4912 |
| 3 | -8888.5376 |